{
  "formula": "C37H74Cl2O9",
  "method": "ωB97M-V/def2-TZVPD",
  "homo_energy_ev": -9.39,
  "homo_lumo_gap_ev": 10.10,
  "max_force_ha_per_bohr": 0.0742,
  "smiles": "C1CCOC1.C1CCOC1.C1CCOC1.C1CCOC1.C1CCOC1.C1CCOC1.C1CCOC1.C1CCOC1.C1CCOC1.ClCCl",
  "elements": ["Cl", "Cl", "O", "O", "O", "O", "O", "O", "O", "O", "O", "C", "C", "C", "C", "C", "C", "C", "C", "C", "C", "C", "C", "C", "C", "C", "C", "C", "C", "C", "C", "C", "C", "C", "C", "C", "C", "C", "C", "C", "C", "C", "C", "C", "C", "C", "C", "C", "H", "H", "H", "H", "H", "H", "H", "H", "H", "H", "H", "H", "H", "H", "H", "H", "H", "H", "H", "H", "H", "H", "H", "H", "H", "H", "H", "H", "H", "H", "H", "H", "H", "H", "H", "H", "H", "H", "H", "H", "H", "H", "H", "H", "H", "H", "H", "H", "H", "H", "H", "H", "H", "H", "H", "H", "H", "H", "H", "H", "H", "H", "H", "H", "H", "H", "H", "H", "H", "H", "H", "H", "H", "H"],
  "coordinates": [[-1.763, -4.193, -3.378], [0.037, -1.879, -3.723], [2.815, -3.093, -1.354], [3.320, 4.647, -2.069], [-1.466, 1.744, -5.489], [-3.530, -0.131, -1.794], [-6.011, -0.692, 1.495], [-0.067, 0.165, 4.904], [5.413, 2.389, 0.935], [0.532, 1.387, 1.326], [-1.383, -3.492, 1.453], [3.232, 5.546, 0.123], [3.477, -5.314, -0.965], [-5.994, -2.874, 2.235], [-0.231, 2.353, 5.677], [5.254, 1.074, 0.420], [0.532, -0.078, 1.469], [0.832, -4.235, 1.773], [0.240, 2.519, -7.030], [-1.655, 1.814, 5.397], [-0.451, -4.505, 0.940], [0.548, 1.026, 5.843], [-5.012, -0.655, 2.495], [-3.800, -0.285, -3.177], [-1.126, -3.498, 2.855], [-4.836, -2.183, 2.989], [-4.604, 0.872, -3.691], [5.148, 2.292, 2.337], [2.628, -4.389, -1.907], [2.427, 3.748, -1.394], [4.403, -4.361, -0.161], [3.219, 5.899, -1.336], [0.339, -3.257, 2.830], [-1.396, 0.594, 4.615], [-0.895, 1.466, -6.796], [-5.060, 1.570, -2.427], [-0.405, 1.681, 0.245], [4.188, -3.085, -0.879], [-0.182, 0.547, -0.751], [0.363, -0.620, 0.059], [-0.570, 2.647, -4.820], [2.426, 4.229, 0.161], [4.018, 1.250, 2.428], [-6.185, -2.041, 1.018], [-3.921, 1.244, -1.464], [4.008, 0.526, 1.114], [-1.071, -2.691, -2.668], [0.660, 2.645, -5.630], [-4.952, -2.262, 4.139], [6.154, 0.422, 0.512], [-5.489, 0.561, -4.207], [4.219, 5.196, 0.436], [-5.988, 1.055, -2.037], [0.847, -3.367, 3.801], [-4.145, 1.317, -0.438], [2.925, 6.365, 0.815], [-4.285, -1.263, -3.293], [-6.851, -2.836, 2.862], [1.584, -4.661, -1.843], [-1.596, 1.470, -7.633], [1.272, 1.788, -5.354], [-5.444, -2.181, 0.201], [-0.107, 3.506, -7.359], [-4.011, 1.504, -4.273], [4.047, 0.550, 3.270], [5.384, -4.673, -0.290], [2.673, 2.699, -1.499], [4.351, -2.232, -0.257], [-0.237, -1.514, 0.121], [4.831, -3.037, -1.728], [5.057, 1.123, -0.662], [-4.005, -0.332, 2.097], [3.217, 1.927, 2.598], [3.991, -0.558, 1.169], [-1.880, -2.046, -2.276], [2.872, -6.035, -0.481], [-5.266, 2.623, -2.473], [-1.431, 1.639, 0.677], [0.556, 0.938, -1.564], [-1.436, -4.455, 3.304], [0.467, 0.547, 6.877], [-0.212, 2.720, -0.111], [-7.196, -2.042, 0.577], [1.181, -5.186, 2.143], [-0.270, 0.596, -6.644], [-1.107, 0.357, -1.274], [-0.093, 2.997, 6.541], [1.497, -0.368, 1.974], [-0.476, -3.016, -1.834], [-2.208, 2.481, 4.808], [-0.529, -4.405, -0.122], [0.556, -2.254, 2.606], [-2.876, -0.279, -3.757], [-3.860, -2.647, 2.723], [1.267, 3.558, -5.360], [1.406, 3.790, -1.725], [1.602, 1.018, 5.555], [-5.401, 0.075, 3.262], [-1.728, -2.619, 3.182], [1.659, -3.858, 1.194], [4.103, 6.520, -1.586], [-1.441, 0.905, 3.564], [-0.302, -0.293, 2.110], [1.327, -0.904, -0.343], [4.136, -4.283, 0.885], [0.103, 2.760, 4.690], [2.995, -4.447, -2.960], [4.125, -5.956, -1.579], [-5.750, -3.876, 1.916], [1.374, 4.403, 0.399], [3.176, 0.883, 0.534], [4.814, 3.289, 2.610], [-0.839, -5.472, 1.153], [-1.098, 3.658, -4.809], [-2.153, 1.606, 6.353], [-2.072, -0.237, 4.731], [0.974, 2.192, -7.656], [2.294, 6.473, -1.568], [6.074, 2.093, 2.860], [-0.506, 2.242, -3.759], [-3.083, 1.918, -1.633], [2.772, 3.505, 0.907]],
  "atomic_forces_ev_per_a": [[0.0560, 0.5168, 0.0918], [0.0917, 0.4747, -0.5643], [0.5970, 0.1792, 0.2080], [-0.9145, 0.3277, 0.7835], [-0.1164, 0.0230, -1.3029], [-0.4501, 1.5476, 0.5912], [-0.0222, 0.1545, -0.2038], [-0.1760, -0.7454, -0.3099], [0.2811, -0.6433, -0.2378], [-0.0942, -0.4156, -0.4874], [-0.1300, -1.6402, -0.6339], [0.2121, -1.1736, 0.9538], [0.9513, 0.0505, -1.7864], [1.2840, -0.2299, 0.0323], [0.5764, -1.1786, -1.0708], [0.0879, -0.3916, -1.1272], [1.1019, 1.7918, 0.0241], [-0.1364, -0.3154, -1.1058], [-3.3846, 1.2754, 1.2072], [0.6649, 0.2229, 2.5075], [-0.6886, 1.9066, 0.9331], [-0.3952, -0.5360, 0.6500], [0.7627, -0.8177, 0.4823], [0.6162, -1.1677, -0.6108], [-1.1517, 1.5907, -0.8099], [-0.3092, 0.7089, 1.2502], [-1.4909, -0.0615, 1.1342], [0.2849, 0.1240, -0.7783], [1.0936, -0.3934, 0.6524], [0.6592, 0.6123, 2.3320], [-2.3169, -0.8153, -0.0134], [0.6945, 0.4206, -0.5735], [1.3253, -1.2745, 2.0020], [0.8454, -0.4425, -1.3617], [1.3693, 1.1431, 0.2686], [-0.7302, -1.2175, 1.6388], [0.3751, -0.2022, 1.3341], [-1.3889, 0.5159, -0.4067], [0.7329, 1.6118, -1.7379], [0.6746, -0.0149, 0.2663], [-2.4568, 0.1322, 1.4816], [-1.1603, -0.0474, -1.0588], [0.6442, 0.2279, 1.5757], [-0.0907, 1.8530, -0.9094], [0.4951, -0.6391, -1.2782], [0.3742, 0.4063, -0.6287], [-0.6388, -0.4510, 0.8863], [2.8907, 1.4178, 1.9973], [0.1646, 0.0645, -1.8801], [-0.3089, 0.5111, 0.4676], [-0.2543, -0.2196, -0.7680], [0.3167, 0.5852, -0.2068], [0.8486, 0.5907, -0.3431], [-0.2144, -0.4319, -0.1486], [-0.5244, -0.2740, 1.2970], [-0.0775, -0.6813, -0.6127], [0.0095, 0.1885, -0.1180], [-0.9582, -0.2305, 0.3136], [-0.3478, 0.1564, -0.2337], [-0.2682, -0.4726, 0.5358], [0.1470, -0.1726, 0.1280], [-0.2702, -0.4335, 0.4960], [-0.2843, -0.2777, -0.2902], [0.8775, 0.9655, -1.1283], [0.3182, 0.3503, 0.0421], [1.9073, -0.6067, 0.2258], [0.8437, -0.0771, -0.1933], [-0.1196, 0.7429, 0.2209], [-0.5011, -0.1971, -0.3425], [0.6547, 0.2041, -0.8603], [0.2468, 0.3298, 0.2559], [-1.0187, 0.0450, 0.2384], [-1.5942, -0.2481, -0.1089], [-0.0569, -0.0650, 0.1540], [0.4109, -0.2518, -0.6602], [-0.6901, -0.2795, 1.2131], [0.0006, 0.4670, -0.2903], [0.3402, 0.0657, -0.2928], [-1.0021, -0.9506, 1.3783], [0.0235, 0.2968, 0.1136], [0.0087, 0.8528, -0.9584], [-0.0454, -0.8635, 0.1771], [0.4066, -0.3080, 0.2014], [0.0719, -0.2893, 0.6032], [-0.6157, -1.0649, -0.6002], [-0.3293, -0.3606, -0.2169], [-0.2167, 0.3508, -0.2815], [-1.0369, 0.3694, -0.4749], [0.1124, -0.1526, 0.3368], [-1.0291, 1.1697, -0.4827], [0.7891, 0.2471, -0.7478], [0.0032, 1.2236, -0.7567], [0.3410, -0.3562, 0.1169], [-0.6159, 0.6768, 0.0374], [-0.4286, -0.8577, -0.5119], [-0.6113, 0.6084, -0.6152], [-0.0301, 0.4814, 0.2434], [0.7390, -0.8767, -0.4924], [0.4623, -0.8206, 0.5459], [0.1491, 0.4289, -0.3880], [-0.5623, -0.3828, -0.2329], [0.1583, -0.3578, -0.1911], [-0.4372, -0.5194, 0.3884], [0.2388, -0.2198, -0.0838], [-0.0182, -0.0878, 0.2569], [0.0951, 0.2917, 1.0457], [-0.3278, 0.1554, 0.6236], [-0.0789, 0.1989, -0.0794], [-0.0257, -0.5521, 0.3532], [0.0215, 0.1126, 0.1506], [-0.6123, -0.1887, -0.2711], [-0.0620, 0.0454, 0.3290], [-0.4378, -1.0062, 0.4364], [0.8300, -0.9395, 0.1757], [-0.1021, 0.1056, -0.2274], [-0.4048, -0.2619, 0.3352], [1.9634, -1.0328, -1.7961], [0.3453, -0.4685, -0.2310], [0.2773, -0.4075, 0.3305], [0.3075, 0.7763, -1.1741], [0.3673, 0.1022, -0.2668], [0.2217, 0.0630, -0.4959]]
}